(1)
ORCA calculation (ωB97M-V/def2-TZVPD) on a cluster of 2 separate species, C9H14NO2 in total in a non-equilibrium geometry.

CARTESIAN COORDINATES (ANGSTROEM)
H 2.4090 -2.0638 3.9912
H -1.0339 2.4989 0.3223
C 1.8575 -1.9940 3.0510
H -2.0709 3.4428 -2.1430
H -1.7493 1.9081 -3.2091
C 2.3533 -1.6638 1.8376
C -0.4233 -2.0155 1.9310
H 1.9144 -1.9633 -0.0373
N -0.4751 2.0082 -1.5590
C 0.1203 -1.4061 0.7312
H -1.7840 -1.0942 -0.0557
C -0.7587 -1.1576 -0.2799
H -1.5538 -2.1192 1.9577
C -0.1779 2.2413 -0.2350
H 1.7513 -0.2657 0.2301
C 0.3896 -2.2607 3.0418
H 0.5552 -0.6721 -1.7729
C 1.6190 -1.2204 0.6304
O 0.8919 2.0621 0.2698
H 3.4106 -1.5275 1.7656
H -0.1507 -2.6236 3.8624
O -0.3339 -0.6378 -1.6090
H 0.4584 2.0891 -2.1039
C -1.7528 2.3484 -2.1720
H -0.6651 0.3472 -1.6118
H -2.4980 1.8875 -1.6511

The molar mass is 168.216 g/mol. For the HOMO energy, the calculation gives -11.59 eV. The value obtained for the largest force on an atom is 5.546 eV/Å. The energy relative to the best compared isomer or geometry (same formula, charge and spin) is 260.8 kJ/mol. Its net charge is +1.

***

(2)
ORCA calculation (ωB97M-V/def2-TZVPD) on a cluster of 2 separate species, C9H14O in total in a non-equilibrium geometry.

CARTESIAN COORDINATES (ANGSTROEM)
C -1.2616 1.4283 0.0842
H -0.3383 -0.9869 -0.7510
C 0.0675 0.7967 0.4049
H 0.8381 2.4483 1.4980
O 3.5395 -1.2222 1.4075
H -3.5767 -1.7248 -1.4110
H 2.8141 1.2611 2.3155
H -4.3826 0.8568 -2.8148
C 0.3710 -0.4593 -0.1223
C -4.3991 -0.2270 -2.7984
H -1.2631 2.4730 0.4151
H -3.0390 -0.0475 -1.1271
C 1.5504 -1.1138 0.1833
H -1.5136 1.4474 -0.9750
H -5.3905 -0.4925 -2.4078
H -2.4107 -1.0187 -2.4653
H -2.0433 0.9925 0.7022
C 2.4253 -0.4895 1.0825
C 2.1690 0.7515 1.6127
H -4.3949 -0.6599 -3.7970
C 0.9870 1.4103 1.2332
H 1.8132 -2.1171 -0.1154
C -3.2997 -0.7796 -1.8868
H 3.9972 -0.8496 2.1746

The molar mass is 138.210 g/mol. For the HOMO energy, the calculation gives -8.40 eV. The value obtained for the largest force on an atom is 1.234 eV/Å. The SMILES is Cc1ccc(O)cc1.CC. The energy relative to the best compared isomer or geometry (same formula, charge and spin) is 33.8 kJ/mol.

***

(3)
ORCA calculation (ωB97M-V/def2-TZVPD) on a cluster of 2 separate species, C9H14O in total in a non-equilibrium geometry.

CARTESIAN COORDINATES (ANGSTROEM)
C 0.3025 -1.1145 -0.0596
H -0.5132 1.5431 4.6424
C -0.9771 -0.7201 -0.4218
H 2.9471 -0.8317 0.5232
H 2.0238 0.6689 -2.3649
H 0.9073 0.7812 2.4961
H 1.1190 0.0971 4.1009
H -1.8443 -1.0427 0.1491
H -3.3330 -0.2328 -1.5805
C -1.1864 0.1453 -1.4930
H -0.2698 1.2960 -3.0323
H 0.4940 -1.9141 0.6492
H 0.1378 -0.7949 2.9604
C -0.8364 0.9530 3.7916
C 1.3876 -0.5276 -0.7005
C 0.4143 0.2019 3.2752
C -2.5977 0.5069 -1.9009
H -1.1970 1.7297 3.1084
H -2.8382 1.5057 -1.5510
C 1.1916 0.3680 -1.7342
O 2.6712 -0.8732 -0.3979
C -0.0934 0.7023 -2.1477
H -2.7142 0.4291 -2.9795
H -1.6820 0.3012 3.9974

The molar mass is 138.210 g/mol. For the HOMO energy, the calculation gives -8.56 eV. The value obtained for the largest force on an atom is 1.166 eV/Å. The SMILES is Cc1ccc(O)cc1.CC. The energy relative to the best compared isomer or geometry (same formula, charge and spin) is 52.1 kJ/mol.

***

(4)
ORCA calculation (ωB97M-V/def2-TZVPD) on a cluster of 2 separate species, C9H14O in total in a non-equilibrium geometry.

CARTESIAN COORDINATES (ANGSTROEM)
H 1.2213 0.9314 -3.3305
C 1.5927 0.4442 -1.2416
H -0.9055 2.0305 2.7608
C -0.4334 -1.3506 -1.4577
H 2.3503 1.1905 -1.1354
H -2.7510 0.0772 2.7142
H -1.3471 -1.9624 -1.3671
H 0.3724 -2.1709 0.4899
H -0.9888 -0.1012 2.4490
H -1.1267 -1.6223 -3.7648
H 3.3648 -0.1321 0.5784
H -2.2760 0.0509 1.0049
C -0.1130 -0.6144 -2.5725
C 2.3232 -0.4050 0.9233
C -1.7190 1.8340 2.0471
C 0.8919 0.3844 -2.4365
H 2.4320 -1.2383 1.7294
O -0.6297 -0.7912 -3.8257
H -1.6147 2.3490 1.0720
C 0.4012 -1.4791 -0.3183
C -1.9493 0.2863 2.0253
C 1.4154 -0.5324 -0.2582
H -2.6143 2.4405 2.2837
H 2.1032 0.3808 1.6303

The molar mass is 138.210 g/mol. For the HOMO energy, the calculation gives -8.33 eV. The value obtained for the largest force on an atom is 3.358 eV/Å. The SMILES is Cc1ccc(O)cc1.CC. The energy relative to the best compared isomer or geometry (same formula, charge and spin) is 142.9 kJ/mol.

***

(5)
ORCA calculation (ωB97M-V/def2-TZVPD) on a cluster of 2 separate species, C9H14O in total in a non-equilibrium geometry.

CARTESIAN COORDINATES (ANGSTROEM)
H 2.1999 -1.6867 3.4636
H 1.0473 2.5467 -1.7005
H -0.9780 -0.0429 -0.8585
H -2.0508 -1.3580 -0.4584
C 0.3841 2.8921 -2.5528
C 0.5515 -1.5423 0.5467
C -1.5670 -0.4154 -0.0236
H 0.6037 -2.0278 -0.4203
H 0.1254 -0.1538 4.0961
H 2.5276 -2.2806 1.1865
H 0.9240 3.7471 -2.8924
H -1.6122 0.6067 -3.4361
H -0.1040 1.9046 -4.4731
H -2.3425 0.2822 0.0898
C 0.1670 1.6954 -3.4661
C -0.8085 -0.4458 2.2789
H -0.3740 3.3303 -2.1235
C 0.1857 -0.6070 3.1505
H -1.9207 -0.0051 2.5830
H 0.9403 0.8337 -3.2813
O -0.9334 0.9585 -2.7788
C -0.4974 -0.7919 0.9263
C 1.6031 -1.6915 1.4040
C 1.3949 -1.3210 2.8120

The molar mass is 138.210 g/mol. For the HOMO energy, the calculation gives -8.28 eV. The value obtained for the largest force on an atom is 6.272 eV/Å. The SMILES is Cc1ccccc1.CCO. The energy relative to the best compared isomer or geometry (same formula, charge and spin) is 303.8 kJ/mol.

***

(6)
ORCA calculation (ωB97M-V/def2-TZVPD) on a cluster of 2 separate species, C9H14O in total in a non-equilibrium geometry.

CARTESIAN COORDINATES (ANGSTROEM)
H 3.0643 -0.8851 1.8074
H -4.1584 0.5043 0.1579
H -3.7196 0.9344 1.7752
H -0.1258 -0.5766 -1.9164
C 1.4456 -1.8982 0.7807
H -0.3017 -2.5049 -0.3540
C 2.2923 0.2837 0.2415
H -1.3042 1.3003 1.0440
C -3.4751 1.1315 0.7296
H -3.6126 2.1961 0.5534
C 2.3557 -0.8866 0.9923
O 1.4950 -2.9915 1.6110
C 0.5105 -0.6815 -1.0510
H 0.6337 -3.4361 1.6206
C 1.4674 1.4621 -1.8638
H -1.8525 -0.2984 0.9234
H 2.8530 1.1776 0.4456
H -1.7904 0.5904 -0.5396
H 1.8310 2.4051 -1.4471
H 2.0454 1.2197 -2.7502
C 0.4988 -1.7970 -0.2328
H 0.4551 1.6980 -2.1936
C -2.0275 0.6925 0.5032
C 1.4198 0.3602 -0.8375

The molar mass is 138.210 g/mol. For the HOMO energy, the calculation gives -8.41 eV. The value obtained for the largest force on an atom is 1.370 eV/Å. The SMILES is Cc1ccc(O)cc1.CC. The energy relative to the best compared isomer or geometry (same formula, charge and spin) is 36.0 kJ/mol.

***

(7)
ORCA calculation (ωB97M-V/def2-TZVPD) on a cluster of 2 separate species, C9H14O in total in a non-equilibrium geometry.

CARTESIAN COORDINATES (ANGSTROEM)
H 0.6143 1.9500 -2.8665
H -0.8220 -2.7099 2.2471
C -1.2151 1.5278 -0.0408
H -0.5023 1.9005 1.9219
C -0.1996 1.7415 0.8933
C -0.9384 1.6475 -1.3819
O 1.6256 -3.4752 0.3461
H -3.0001 1.2060 -1.9418
H -2.2032 1.3516 0.3611
C 0.2289 -2.9945 2.2668
H 0.4904 -1.7455 0.5620
C 1.1012 -2.4345 1.1589
C 1.1151 1.9560 0.4940
H 0.1838 -4.0805 2.3211
H 0.9325 -4.0790 0.0592
C 1.3654 2.0654 -0.8683
H 0.6295 -2.6515 3.2224
H 1.8782 2.1801 1.2252
H -2.1518 2.3433 -3.0217
C -2.0472 1.4499 -2.4044
H -1.7692 0.6301 -3.0683
H 2.3895 2.1821 -1.2045
H 1.9414 -1.8642 1.5384
C 0.3532 1.9031 -1.8194

The molar mass is 138.210 g/mol. For the HOMO energy, the calculation gives -9.14 eV. The value obtained for the largest force on an atom is 1.656 eV/Å. The SMILES is Cc1ccccc1.CCO. The energy relative to the best compared isomer or geometry (same formula, charge and spin) is 64.9 kJ/mol.

***

(8)
ORCA calculation (ωB97M-V/def2-TZVPD) on a cluster of 2 separate species, C9H14O in total in a non-equilibrium geometry.

CARTESIAN COORDINATES (ANGSTROEM)
H -4.4053 -0.3343 -1.1680
H 1.1254 -0.9990 2.9419
C -2.1580 -0.1671 -0.5866
H 1.9684 -0.1089 -2.5492
H -1.6508 -1.0373 -0.1802
C 1.5187 1.3469 -0.3065
H -3.2730 -0.6042 -2.4924
H 0.9180 -1.3385 -2.0069
C 1.8409 -0.8240 -1.6390
H -3.5457 -1.8379 -1.3269
C -3.3557 -0.7827 -1.3798
C 1.2851 -0.3702 2.0729
H 0.2495 1.2395 3.9709
H -1.4180 0.2227 -1.2565
H 0.8397 2.9975 1.0853
C 1.6350 -0.8516 0.7968
C 0.9942 1.0440 2.0613
H 1.7358 1.9227 -1.1401
O 0.7349 1.6666 3.3029
C 1.6432 -0.0373 -0.3676
C 1.1203 1.9429 0.9341
H 2.6313 -1.5843 -1.6642
H -2.3615 0.5563 0.0679
H 1.9276 -2.0620 0.8300

The molar mass is 138.210 g/mol. For the HOMO energy, the calculation gives -8.36 eV. The value obtained for the largest force on an atom is 5.352 eV/Å. The SMILES is Cc1ccc(O)cc1.CC. The energy relative to the best compared isomer or geometry (same formula, charge and spin) is 194.3 kJ/mol.

***

(9)
ORCA calculation (ωB97M-V/def2-TZVPD) on a cluster of 2 separate species, C9H14O in total in a non-equilibrium geometry.

CARTESIAN COORDINATES (ANGSTROEM)
H 1.6549 -0.1774 2.3509
H -1.6697 0.3244 1.1908
C -1.0467 -0.3955 0.6745
H -2.1433 -0.1850 -1.0376
C 1.2389 -1.7280 0.3931
H 0.2241 4.8964 -0.2944
H -0.3990 2.3585 1.1842
C 0.1583 -1.0163 1.1570
C 0.9648 -1.7629 -0.9726
H -0.1137 0.3146 2.9231
C -0.2456 -1.2814 -1.4156
H -1.6006 -1.9373 -2.8568
H 2.1901 -2.0112 0.7631
H -1.4087 4.0896 -0.1363
C 0.4330 3.1325 0.9814
H 1.7086 -2.0791 -1.6352
C -1.2222 -0.6153 -0.6862
C -0.1811 3.9583 -0.1816
H 0.1038 3.5755 -1.1564
H 1.2046 2.5020 0.7285
H 0.6514 3.8432 1.8343
H 0.7471 -1.4117 3.1980
O -0.6736 -1.5865 -2.7256
C 0.6070 -0.5265 2.5082

The molar mass is 138.210 g/mol. For the HOMO energy, the calculation gives -8.16 eV. The value obtained for the largest force on an atom is 5.617 eV/Å. The SMILES is Cc1ccc(O)cc1.CC. The energy relative to the best compared isomer or geometry (same formula, charge and spin) is 263.3 kJ/mol.

***

(10)
ORCA calculation (ωB97M-V/def2-TZVPD) on a cluster of 2 separate species, C9H14O in total.

CARTESIAN COORDINATES (ANGSTROEM)
H 1.0239 3.4249 -1.5181
H 2.2214 0.7273 -0.7147
H 1.8902 -2.1954 2.3058
H -0.0474 -2.6839 -0.8750
H 1.7469 2.3802 -2.7374
C -1.2430 -0.9283 -0.7887
C -0.8262 0.5548 1.0372
H 0.3492 1.8227 -1.7384
H -0.9827 1.5231 1.4865
H 0.5953 -0.0966 2.4742
C 0.1192 -0.3382 1.5320
C 1.2855 2.3979 -1.7528
C -0.2496 -1.7724 -0.3264
H 2.3226 -2.5655 0.6396
H 3.2699 2.1107 -0.8371
H 1.0596 -3.4632 1.4695
H -1.7041 -1.1994 -1.7348
C 2.2281 1.8269 -0.7020
C 1.4883 -2.4682 1.3327
C -1.5672 0.2264 -0.0853
C 0.4676 -1.4816 0.8358
H -2.9304 0.7528 -1.3096
H 1.8889 2.0520 0.3056
O -2.5095 1.1100 -0.5225

The molar mass is 138.210 g/mol. For the HOMO energy, the calculation gives -8.43 eV. The value obtained for the largest force on an atom is 0.922 eV/Å. The SMILES is Cc1ccc(O)cc1.CC. The energy relative to the best compared isomer or geometry (same formula, charge and spin) is 13.8 kJ/mol.

***

(11)
ORCA calculation (ωB97M-V/def2-TZVPD) on a cluster of 2 separate species, C9H14O in total in a non-equilibrium geometry.

CARTESIAN COORDINATES (ANGSTROEM)
O 4.1143 2.0472 0.7462
H -1.9340 -3.0848 -1.9170
H -3.9609 -3.0763 -0.1180
H 2.1405 1.5315 1.3052
H 4.3974 1.1425 0.6153
C 0.3543 -1.1659 -0.3758
C -3.8254 -2.0108 -0.2870
H 0.0983 -0.3455 1.5594
C -1.7939 -0.8389 0.6337
H 3.0754 4.1273 -0.0440
C 2.6914 2.1100 0.5571
C -2.3468 -1.6619 -0.3584
H -4.3683 -1.6522 -1.1509
H 0.4812 -2.2971 -2.1554
H -2.4276 -0.3207 1.3416
H 1.3852 3.7668 -0.0741
C -1.5439 -2.2904 -1.2913
C -0.1800 -1.9842 -1.3563
C -0.4130 -0.7486 0.7070
C 2.3061 3.5608 0.4791
H 2.5074 1.5834 -0.3884
H 2.1117 3.9386 1.4668
H 1.3906 -0.8763 -0.4428
H -4.2601 -1.4544 0.5478

The molar mass is 138.210 g/mol. For the HOMO energy, the calculation gives -9.08 eV. The value obtained for the largest force on an atom is 1.508 eV/Å. The SMILES is Cc1ccccc1.CCO. The energy relative to the best compared isomer or geometry (same formula, charge and spin) is 76.1 kJ/mol.

***

(12)
ORCA calculation (ωB97M-V/def2-TZVPD) on a cluster of 2 separate species, C9H14O in total in a non-equilibrium geometry.

CARTESIAN COORDINATES (ANGSTROEM)
C -0.6314 -0.9553 1.3336
C 2.8291 -0.8947 -0.2270
C -1.3909 -1.4816 0.3107
O -2.7003 -1.8177 0.6622
C -0.7424 -2.0210 -0.8054
H 0.4015 1.6917 0.1857
H 1.2169 -2.3663 -1.6299
H -3.2441 -1.6304 -0.0891
H 3.1427 -1.4045 -1.1318
H 1.1743 0.0514 1.8764
C -1.2691 2.5991 -0.7678
H -0.9057 3.2806 -1.5367
H -1.3844 -2.4238 -1.5805
H -0.8646 2.3878 1.3134
C 0.6185 -1.8271 -0.9056
C 1.3654 -1.1646 0.0781
C 0.7117 -0.6201 1.1708
C -0.2810 2.5050 0.4011
H -1.1388 -0.7232 2.2644
H -1.3699 1.6264 -1.2547
H 2.9408 0.1604 -0.4277
H 3.4448 -1.2070 0.6150
H 0.3477 3.3711 0.5927
H -2.2708 2.8639 -0.4481

The molar mass is 138.210 g/mol. For the HOMO energy, the calculation gives -8.60 eV. The value obtained for the largest force on an atom is 2.109 eV/Å. The SMILES is Cc1ccc(O)cc1.CC. The energy relative to the best compared isomer or geometry (same formula, charge and spin) is 72.7 kJ/mol.

***

Quick rundown of LUMO energy, same order as above: -3.3; 0.9; 0.9; 0.9; 0.8; 0.8; 0.9; 0.9; 0.9; 0.9; 0.8; 0.9 eV